(1)
C35H67FN4O11S2 | ωB97M-V/def2-TZVPD

Positions of all 120 atoms, in Å:
S 4.25 -1.79 -5.17
S 0.93 -1.19 1.65
F 1.43 -2.81 1.83
O 5.40 -0.90 -1.44
O -5.99 -2.33 -1.83
O -6.61 2.22 1.56
O 8.26 -1.38 0.93
O 2.84 -2.02 -5.64
O 1.81 -0.35 -0.90
O 5.04 -1.32 -6.40
O -0.40 -1.14 2.39
O 3.51 -0.60 -2.85
O -6.08 1.60 5.11
O 1.82 -0.24 2.43
N -8.17 3.82 1.31
N -7.31 -0.69 -1.09
N -4.90 1.50 7.02
N 4.15 -3.07 0.44
C 0.03 2.86 -3.61
C -1.33 2.48 -4.23
C 0.42 2.31 -2.22
C -7.43 -2.89 0.00
C 0.67 -0.67 -0.10
C -2.33 1.60 -3.45
C -7.21 3.18 2.04
C 5.17 3.30 -3.05
C 6.09 4.56 -2.58
C -0.51 1.37 -1.41
C -1.62 -3.37 0.52
C -1.90 1.06 -2.06
C 4.14 -0.24 -1.58
C 4.34 -0.33 -3.99
C 3.08 -0.89 -0.51
C -0.18 0.73 0.00
C 7.96 -3.80 1.75
C -5.42 0.92 5.90
C 3.79 2.01 -0.11
C -2.71 -2.35 -1.59
C -0.25 -1.67 -0.98
C -4.10 0.87 8.05
C 5.09 -3.29 -4.49
C -8.97 4.96 1.70
C 7.47 -1.50 -0.27
C 5.51 2.07 -2.04
C 6.10 -0.62 -0.21
C -1.70 -1.99 -0.36
C -6.85 -1.96 -1.04
C -8.32 -0.07 -0.25
C 7.75 -2.22 1.99
C 4.16 1.36 -1.53
C -5.15 -0.54 5.67
C -6.92 3.69 3.43
C 3.26 -2.48 -0.65
H -6.14 3.08 3.88
H -4.07 -0.71 5.58
H 0.55 1.46 0.53
H 5.41 0.00 -3.80
H 4.12 3.11 -0.07
H 6.18 -2.98 -4.26
H 3.79 -4.03 0.59
H 3.33 1.71 -2.26
H 0.73 3.52 -4.21
H 5.82 4.79 -1.48
H 1.42 2.58 -1.76
H -5.57 -1.13 6.48
H 5.34 3.02 -4.14
H -9.13 0.28 -0.89
H -1.63 2.85 -5.27
H 3.84 0.53 -4.58
H -3.15 1.40 8.11
H -7.82 3.62 4.05
H -6.57 4.72 3.38
H 8.09 -1.02 -1.11
H -8.30 3.42 0.40
H -0.44 -1.28 -2.05
H 3.47 -0.61 0.52
H 7.26 -2.57 -0.60
H 4.42 1.47 0.69
H 9.05 -4.06 1.58
H 5.98 2.58 -1.11
H -1.08 0.65 0.69
H 5.57 -0.94 0.75
H -8.74 5.30 2.71
H -2.56 -1.67 -2.49
H -7.86 0.78 0.26
H -0.56 -3.77 0.60
H 8.38 -1.96 2.93
H 6.66 -2.01 2.27
H -2.20 -1.14 0.20
H -5.12 2.48 7.11
H 0.25 -2.71 -1.15
H -7.23 -2.49 1.00
H -3.34 1.32 -3.88
H -8.50 -3.00 -0.16
H 4.55 -3.62 -3.54
H -10.02 4.67 1.65
H -6.88 -0.13 -1.81
H 5.92 5.48 -3.23
H 6.44 0.45 -0.07
H 4.06 -2.52 1.30
H 7.27 -4.14 0.89
H -3.93 -0.18 7.86
H 3.72 -2.82 -1.63
H -4.63 0.98 9.01
H -2.62 0.41 -1.47
H 2.27 -3.07 -0.55
H -3.76 -2.12 -1.18
H -1.99 -3.07 1.57
H -8.79 5.77 0.99
H 2.69 1.85 0.18
H -5.62 -0.85 4.74
H 7.58 -4.34 2.69
H -6.96 -3.87 -0.09
H -2.68 -3.45 -1.88
H 5.12 -4.06 -5.32
H 7.19 4.23 -2.57
H -2.37 -4.14 0.13
H 6.31 1.37 -2.44
H 4.08 3.65 -2.86
H -8.72 -0.76 0.49

Results
**Structure (SMILES)**: CCC[C@H](C)[C@](OCCOCC)(OCS(C)(=O)=O)[C@H](CN)O[C@@](Cc1ccccc1)(CC(C)C)S(=O)(=O)F.CNC(C)=O.CNC(C)=O.CNC(C)=O
**Gap between HOMO and LUMO**: 8.31 eV
**Lowest unoccupied orbital energy**: -0.487 eV

These are the Mulliken partial charges, in e, on atoms 1 to 2: 1.272, 1.496



(2)
C35H68BrN10ORe | ωB97M-V/def2-TZVPD

Positions of all 116 atoms, in Å:
Re -0.83 0.63 0.17
Br -0.02 -1.31 -1.36
O 1.12 0.29 0.80
N -0.17 3.22 -3.26
N -1.11 2.30 1.51
N -1.33 -0.36 2.11
N -4.68 1.96 -1.42
N -2.87 1.09 -0.16
N -0.25 2.20 -1.17
N 1.22 1.42 -2.85
N -1.64 -2.52 1.33
N -3.41 0.23 -2.26
N -2.28 -1.96 3.54
C 1.97 -0.67 0.49
C 1.24 0.94 -4.22
C 5.93 -3.08 -1.42
C 4.75 -3.80 -0.73
C -0.35 3.43 0.92
C 5.28 -4.55 0.51
C 4.16 -4.82 -1.70
C 2.51 1.40 -2.18
C 5.10 -0.13 2.73
C -1.75 -1.58 2.37
C -3.44 1.58 1.11
C 2.71 -0.11 3.45
C -3.16 -1.13 4.36
C -3.20 -1.19 -2.01
C 0.70 3.83 -4.26
C 1.68 -1.61 -0.50
C 3.61 1.61 1.81
C -0.64 3.48 -0.57
C -2.86 -3.27 1.03
C -2.54 2.66 1.69
C 4.07 -1.82 0.69
C -5.91 1.55 -2.10
C -0.49 1.85 2.78
C -2.11 -3.33 4.05
C -3.66 0.57 -3.66
C 2.51 -2.61 -0.93
C -3.65 1.11 -1.26
C 0.25 2.27 -2.42
C -1.55 3.70 -3.30
C 3.66 0.14 2.26
C 3.75 -2.74 -0.32
C -0.43 -3.34 1.25
C -1.18 0.58 3.24
C 3.25 -0.80 1.12
C -4.69 3.35 -0.98
H -4.11 -1.74 -2.23
H 2.07 1.35 -4.80
H 3.29 -5.33 -1.27
H -2.19 3.03 -2.74
H 3.83 2.27 2.65
H 5.81 0.01 1.92
H -1.18 -3.75 3.71
H 5.59 -2.54 -2.30
H -2.79 0.27 -4.24
H 5.85 -3.90 1.17
H -3.46 0.72 1.78
H 0.35 3.62 -5.28
H -0.06 4.30 -1.00
H 6.41 -2.37 -0.74
H -6.76 1.85 -1.49
H -0.61 4.37 1.40
H -3.71 -0.41 3.75
H 0.31 1.18 -4.73
H 2.87 0.63 4.23
H -2.14 0.84 3.68
H -2.08 -3.28 5.13
H -2.74 3.62 1.21
H -2.63 -0.61 5.16
H -1.70 3.70 -0.73
H -3.81 1.64 -3.77
H -5.39 3.51 -0.16
H -4.46 1.93 1.01
H -5.94 0.47 -2.22
H 5.04 -1.91 1.15
H -0.29 -3.67 0.23
H -0.48 -4.23 1.87
H 4.45 -4.98 1.08
H 1.72 3.48 -4.16
H -5.01 3.97 -1.81
H -6.01 2.02 -3.08
H 2.91 -1.10 3.88
H -4.53 0.04 -4.07
H 2.19 -3.28 -1.72
H -2.94 -3.98 3.76
H -2.81 -3.61 0.00
H 1.67 -0.09 3.14
H -1.64 4.72 -2.90
H 5.93 -5.35 0.19
H 1.35 -0.15 -4.20
H 0.71 3.25 1.07
H 4.37 1.79 1.04
H 6.67 -3.82 -1.73
H 4.91 -5.59 -1.91
H -2.41 -1.57 -2.65
H 3.20 2.11 -2.66
H 0.69 4.91 -4.12
H 2.95 0.41 -2.24
H -3.90 -1.78 4.83
H -3.00 -4.16 1.66
H -3.70 3.66 -0.67
H -2.77 2.80 2.75
H 2.64 1.89 1.40
H 2.40 1.69 -1.13
H 3.88 -4.37 -2.66
H 5.35 0.58 3.52
H 5.21 -1.13 3.15
H -1.88 3.72 -4.34
H -3.73 -2.62 1.15
H 0.44 -2.75 1.56
H 0.56 1.65 2.59
H -2.93 -1.34 -0.97
H -0.56 2.62 3.55
H -0.58 0.12 4.03

Results
**Charge**: +3
**2S+1**: 2
**Expectation value of S²**: 0.951
**Gap between HOMO and LUMO (alpha / beta)**: 4.87 / 6.32 eV
**Lowest unoccupied orbital energy (alpha / beta)**: -10.180 / -9.147 eV

These are the Mulliken partial charges, in e, on atoms 1 to 2: 1.420, 0.316



(3)
C35H69BrFN2O13P2 | ωB97M-V/def2-TZVPD

Positions of all 123 atoms, in Å:
Br 0.83 4.58 1.92
P 3.09 2.60 3.40
P 5.45 0.80 -0.99
F 7.07 3.15 1.04
O -6.22 -3.29 -3.56
O -4.85 -3.01 -1.79
O -8.71 1.10 2.11
O 0.40 0.47 -2.77
O -6.90 1.95 1.05
O -2.78 3.43 -1.98
O -0.22 -8.20 1.91
O 6.29 2.11 2.85
O -6.76 1.52 3.17
O -0.04 -6.31 0.68
O -2.11 2.59 -0.03
O -4.83 -4.91 -2.82
O -1.64 -7.86 0.32
N 3.58 2.22 1.63
N 1.76 1.94 3.78
C -7.36 1.05 4.38
C -7.57 1.48 2.11
C 4.07 -1.54 0.75
C -0.58 -7.35 0.95
C -5.37 -1.68 -1.67
C 1.88 5.98 -0.93
C 3.21 -2.37 1.71
C -2.31 0.28 0.58
C -0.96 -0.03 1.21
C 0.92 -7.78 2.67
C 4.75 3.05 1.22
C 2.78 1.85 -0.73
C 0.70 -1.88 1.70
C -3.92 4.22 -0.02
C 5.73 2.04 -2.34
C 3.79 0.70 1.76
C -0.29 -1.31 0.68
C -2.77 1.69 0.90
C -5.32 -5.76 -3.86
C -5.38 -3.70 -2.80
C 3.40 -0.17 0.55
C 1.43 1.03 -3.56
C 2.71 4.96 -0.15
C 1.85 3.84 0.43
C 2.93 -0.32 -1.90
C -0.63 1.38 -2.43
C 6.16 -0.71 -1.74
C 2.78 0.34 -3.28
C -2.10 -7.07 -0.78
C 1.85 -2.68 1.07
C 2.42 2.42 0.66
C -7.66 1.96 -0.16
C 3.60 0.53 -0.80
C 6.09 2.66 1.82
C -2.92 3.40 -0.79
H -5.15 -1.10 -2.57
H -1.06 -2.04 0.41
H 4.80 0.52 2.09
H -6.39 -5.93 -3.75
H -3.09 -0.43 0.89
H 6.66 2.57 -2.12
H 0.99 2.57 3.96
H -1.17 1.73 -3.32
H -0.30 0.82 0.99
H 0.16 -2.48 2.43
H 6.47 -1.40 -0.95
H -1.32 -6.99 -1.54
H -7.00 2.36 -0.92
H -4.86 -1.23 -0.82
H -3.85 1.78 0.83
H 1.11 -1.03 2.26
H -8.22 1.66 4.65
H 2.51 6.53 -1.64
H 3.19 5.49 0.68
H 1.06 3.63 -0.30
H 3.56 1.08 -3.45
H 1.79 -7.67 2.03
H -0.23 2.26 -1.91
H 5.09 -1.45 1.14
H 3.24 2.63 -1.35
H 4.93 2.77 -2.43
H 4.14 -2.07 -0.21
H -1.32 0.87 -1.77
H 1.49 2.11 -3.39
H -7.97 0.95 -0.43
H -4.78 -6.70 -3.75
H -1.05 -0.06 2.30
H -5.11 -5.32 -4.84
H -7.67 0.01 4.28
H 3.51 4.56 -0.78
H 1.95 -0.64 -1.53
H 3.12 0.40 2.57
H 3.06 -1.80 2.64
H 2.32 -0.36 0.63
H 1.89 -2.42 0.00
H 0.72 -6.83 3.17
H -2.96 -7.60 -1.19
H -2.47 1.99 1.91
H 3.50 -1.23 -2.04
H -6.44 -1.70 -1.50
H 3.75 -3.28 2.01
H -4.90 3.75 -0.12
H 4.55 4.07 1.54
H 1.19 0.90 -4.62
H 4.22 2.03 3.98
H -8.54 2.60 -0.06
H -2.21 0.23 -0.51
H 7.06 -0.39 -2.26
H -3.96 5.23 -0.44
H -6.59 1.14 5.14
H 2.94 -0.44 -4.03
H 1.07 5.51 -1.48
H 4.85 3.07 0.14
H 1.08 -8.56 3.41
H -2.39 -6.07 -0.46
H 3.28 3.99 3.43
H 1.44 6.71 -0.26
H 0.25 -1.05 -0.24
H 5.84 1.57 -3.32
H -3.66 4.29 1.03
H 1.80 1.63 -1.17
H 5.53 -1.22 -2.46
H 1.62 1.81 1.07
H 1.62 -3.74 1.14

Results
**Charge**: +1
**Gap between HOMO and LUMO**: 9.09 eV
**Lowest unoccupied orbital energy**: -2.050 eV

These are the Mulliken partial charges, in e, on atoms 1 to 2: -0.083, 0.128



(4)
C35H69ClF4N5O10 | ωB97M-V/def2-TZVPD

Positions of all 124 atoms, in Å:
Cl 0.69 -7.49 -6.30
F 5.58 -2.08 -0.41
F 5.50 -5.43 -1.70
F 4.91 -2.93 -2.46
F 6.60 -4.29 0.09
O -2.28 7.96 -2.15
O -1.44 4.85 0.87
O -0.31 8.68 -4.24
O 1.04 -7.75 0.76
O 2.08 -5.33 -5.37
O -4.06 5.92 1.73
O 3.15 -1.94 0.40
O -3.22 0.87 6.76
O 3.39 -9.11 1.93
O -1.69 1.31 4.26
N -2.99 0.41 0.72
N 0.97 -3.66 -0.80
N 3.34 -2.85 -0.56
N 0.41 -4.66 -1.57
N 2.57 -4.71 -2.15
C 0.76 -7.18 2.03
C 3.03 -0.26 -1.60
C 2.39 -7.54 0.35
C -0.93 8.37 -1.90
C 2.65 -0.66 -0.09
C -2.28 -5.32 -1.87
C 1.94 -0.72 -2.72
C 1.03 -6.62 -3.48
C -1.00 -5.11 -1.62
C -3.77 4.53 1.52
C -3.57 0.33 5.48
C -2.31 4.23 1.82
C -0.44 9.33 -2.97
C -2.40 -1.95 -0.24
C -2.56 -1.01 1.07
C 2.39 -3.66 -1.12
C 1.36 -6.32 -5.02
C -0.82 6.02 1.39
C 5.34 -4.56 -0.54
C 1.31 -5.41 -2.47
C -2.35 6.65 -2.71
C 1.58 3.40 -0.57
C 3.02 1.39 -1.65
C 0.89 2.50 -2.91
C -1.39 8.98 -5.11
C -3.45 2.27 6.83
C 2.52 -10.16 2.35
C 1.55 2.03 -1.47
C -2.32 0.08 4.63
C 0.13 -2.88 0.17
C 3.23 -8.80 0.55
C -0.83 -1.88 -0.67
C 4.76 -3.10 -1.05
C -4.13 6.64 0.51
C -0.54 1.59 5.05
H 2.79 -9.65 0.01
H -1.55 6.68 1.87
H 3.39 1.67 -2.71
H -2.42 1.05 1.33
H -0.59 -3.66 0.68
H -4.40 3.97 2.21
H -1.34 8.29 -5.96
H 0.28 0.93 4.75
H 2.37 -7.30 -0.72
H 3.12 0.16 0.59
H 0.88 -0.52 -2.34
H 2.54 -10.20 3.45
H 0.56 9.68 -2.70
H -2.35 8.85 -4.62
H 1.92 4.31 -1.23
H -0.21 -7.54 2.36
H -0.05 5.74 2.11
H -4.06 -0.63 5.67
H -3.37 6.49 -3.07
H -2.13 5.91 -1.94
H 1.67 3.18 -3.44
H 4.57 -4.99 0.21
H 3.76 1.85 -0.89
H 2.83 -6.69 0.88
H 0.71 -6.09 1.94
H 4.09 -0.56 -1.95
H -4.53 2.47 6.89
H -2.98 -1.40 -1.09
H -0.53 -0.76 -0.58
H 1.50 -0.51 0.02
H -0.93 8.88 -0.94
H -1.61 -0.57 5.15
H -2.65 0.59 -0.25
H -0.74 1.47 6.12
H 0.72 -2.37 1.02
H -2.04 4.52 2.84
H 0.83 1.27 -0.99
H -0.27 7.50 -1.81
H -5.05 6.40 -0.02
H -0.06 -7.03 -3.42
H 0.49 3.59 -0.23
H -4.04 4.23 0.50
H -2.15 3.15 1.73
H -1.29 10.00 -5.48
H -0.35 6.56 0.57
H -4.28 0.98 4.96
H -2.62 -0.41 3.71
H -3.40 -5.38 -2.17
H -3.03 2.80 5.97
H -2.98 2.66 7.74
H 1.52 -7.45 2.77
H -2.80 -3.03 -0.11
H 1.69 -7.53 -3.17
H 2.31 3.29 0.32
H 2.10 0.01 -3.63
H -0.74 -2.16 -1.78
H -1.60 -0.94 1.71
H -1.66 6.53 -3.55
H -0.24 2.62 4.86
H 4.23 -8.63 0.15
H 0.56 1.59 -3.54
H 2.89 -11.12 1.97
H -4.14 7.71 0.75
H -3.27 6.44 -0.13
H 1.49 -10.00 2.03
H -3.41 -1.43 1.74
H 2.12 -1.78 -3.14
H -0.01 3.16 -2.64
H -1.09 10.20 -3.05

Results
**Charge**: +1
**Gap between HOMO and LUMO**: 6.33 eV
**Lowest unoccupied orbital energy**: -4.231 eV

These are the Mulliken partial charges, in e, on atoms 1 to 2: -0.137, -0.320



E_tot: -90241.5872 -126496.6181 -158342.5092 -88707.1466 (eV)